No. 1
A structure of composition C29H28INNiO9 in a non-equilibrium geometry. Source: the Open Molecules 2025 dataset; level of theory: the ωB97M-V functional and the def2-TZVPD basis.

Element x y z (Å)
Ni: 0.7200 0.3906 0.6746
C: 4.5576 2.7523 -1.0112
C: 4.7895 1.4046 -0.3203
C: 3.6129 0.5465 -0.4618
N: 2.6069 -0.0039 -0.4739
H: 5.4180 3.4033 -0.8494
H: 3.6524 3.2275 -0.6322
H: 4.4212 2.6152 -2.0844
H: 4.9348 1.5350 0.7543
H: 5.6672 0.8870 -0.7123
O: 1.5669 4.3256 -0.6249
C: 1.0670 3.2031 -0.4942
O: 1.4977 2.2843 0.2795
C: -0.1570 2.8205 -1.2981
C: -1.2639 3.6567 -1.3209
C: -2.4744 3.2522 -1.8965
C: -2.5032 2.0042 -2.4613
O: -3.5610 1.3458 -3.0519
C: -3.0841 0.0126 -3.2599
O: -1.6689 0.0389 -3.1779
C: -1.3814 1.1994 -2.5030
C: -0.1983 1.5660 -1.9237
H: -1.1929 4.6126 -0.8177
H: -3.3624 3.8670 -1.8404
H: -3.3736 -0.3082 -4.2625
H: -3.4774 -0.6478 -2.4809
H: 0.6548 0.8978 -1.9231
I: 0.6104 -0.3497 4.1561
C: 1.7411 0.0825 2.3694
H: 2.3988 -0.7834 2.2740
H: 2.3403 0.9539 2.6441
O: -3.8688 4.0530 1.5656
C: -2.6349 4.2312 2.0647
C: -2.3084 5.4570 2.6485
C: -1.0414 5.6616 3.1686
C: -0.0819 4.6579 3.1196
C: -0.4079 3.4415 2.5379
C: -1.6687 3.2080 2.0051
C: -2.0020 1.8795 1.3558
O: -3.1773 1.7487 0.9213
O: -1.1086 1.0086 1.2800
H: -3.8446 3.0802 1.2432
H: -3.0653 6.2317 2.6777
H: -0.7979 6.6213 3.6137
H: 0.9122 4.8240 3.5141
H: 0.3207 2.6452 2.4674
C: 0.7978 -7.8987 -0.3653
C: 0.4420 -6.4351 -0.3414
C: -0.0611 -5.8396 0.8088
C: -0.4201 -4.4957 0.8401
C: -0.9576 -3.8642 2.0939
C: -0.2787 -3.7277 -0.3161
C: 0.2324 -4.3025 -1.4795
C: 0.4355 -3.4570 -2.7081
C: 0.5872 -5.6473 -1.4768
C: -0.6771 -2.2593 -0.3029
O: -1.7789 -1.9585 -0.7601
O: 0.2314 -1.5059 0.1641
H: 0.9109 -8.2913 0.6467
H: 1.7350 -8.0745 -0.8983
H: 0.0263 -8.4937 -0.8628
H: -0.1734 -6.4358 1.7106
H: -0.9477 -4.5711 2.9255
H: -1.9822 -3.5171 1.9420
H: -0.3776 -2.9834 2.3721
H: 1.3535 -2.8696 -2.6224
H: -0.3816 -2.7465 -2.8336
H: 0.5105 -4.0777 -3.6037
H: 0.9888 -6.0895 -2.3855

Energy above the lowest of the compared OMol25 structures with the same formula, charge and spin ... 2.1930 eV
Maximum force ... 0.0239 hartree/bohr
Total charge ... -2
Gap between HOMO and LUMO (alpha / beta) ... 6.146 / 6.148 eV
Calculated total energy ... -3659.8941 Ha
E_LUMO (alpha / beta) ... 4.242 / 4.241 eV

No. 2
A structure of composition C18H48CrN4O10V2 in a non-equilibrium geometry. Source: the Open Molecules 2025 dataset; level of theory: the ωB97M-V functional and the def2-TZVPD basis.

Element x y z (Å)
Cr: 1.8768 2.3292 -0.5392
O: 1.9477 -1.9226 0.1985
V: 1.7779 -1.7173 -1.3651
O: 3.0957 -0.8615 -1.9579
O: -3.2358 -3.5266 -0.8812
V: -1.7028 -3.8778 -1.1704
O: -1.1867 -4.7669 0.0367
O: -0.3480 -2.2674 -1.4136
C: -0.9900 -1.0549 -1.5998
C: -0.5612 0.0528 -0.7318
O: 0.7301 0.3953 -0.8229
H: -2.0907 -1.0790 -1.5359
H: -0.8583 -0.6597 -2.6325
H: -0.9502 0.0652 0.3110
H: -1.1541 0.9589 -1.0310
C: -2.6633 1.3446 4.5820
C: -2.1879 1.5418 3.1669
C: -3.0774 2.3812 2.2528
O: -2.7707 2.0118 0.9185
C: -3.7092 2.5016 -0.0251
N: -0.7797 2.0441 3.1576
H: -2.5245 2.2573 5.1741
H: -2.0350 0.6330 5.1220
H: -3.6872 1.0041 4.7194
H: -2.1043 0.6206 2.5754
H: -2.9439 3.4667 2.3862
H: -4.1288 2.1960 2.5057
H: -4.7526 2.3013 0.2509
H: -3.6186 1.9366 -0.9539
H: -3.5834 3.5806 -0.1409
H: -0.8123 3.0013 3.5075
H: -0.5324 2.0908 2.1726
C: -1.3588 5.0932 -1.7658
C: -0.4102 3.9131 -1.6513
C: 0.0506 3.4203 -3.0004
O: 1.2102 2.5805 -2.8023
C: 1.6062 1.9566 -4.0107
N: 0.7577 4.2425 -0.7778
H: -2.2375 4.8923 -2.3869
H: -0.8875 5.9666 -2.2204
H: -1.7870 5.3591 -0.7969
H: -0.9200 3.0761 -1.1648
H: 0.2710 4.1886 -3.7482
H: -0.7284 2.7911 -3.4472
H: 2.4578 1.3204 -3.7470
H: 2.0435 2.6473 -4.7377
H: 0.8426 1.3359 -4.4773
H: 1.2701 5.0095 -1.2159
H: 0.3843 4.6791 0.0628
C: 3.8416 -5.2804 -3.3008
C: 3.2583 -3.9203 -3.0730
C: 2.1018 -3.6465 -4.0057
O: 1.7583 -2.2672 -3.8616
C: 0.9743 -1.7168 -4.9070
N: 2.7029 -3.7405 -1.6981
H: 4.5344 -5.5576 -2.5030
H: 4.4111 -5.3233 -4.2262
H: 3.0453 -6.0298 -3.2990
H: 3.9593 -3.1415 -3.3853
H: 1.2212 -4.2062 -3.6532
H: 2.3275 -3.9004 -5.0420
H: 1.0102 -0.6346 -4.9097
H: -0.0887 -1.9752 -4.7812
H: 1.2725 -2.1616 -5.8571
H: 2.0553 -4.5173 -1.5584
H: 3.5206 -3.9369 -1.1217
C: -0.2172 -2.7717 3.3380
C: -0.1638 -1.3008 3.7312
C: 0.4190 -1.0543 5.1027
O: 0.5049 0.2953 5.3177
C: 0.6533 0.6079 6.6935
N: 0.6458 -0.5342 2.7719
H: 0.7894 -3.1520 3.1414
H: -0.7109 -2.8959 2.3686
H: -0.7357 -3.3972 4.0597
H: -1.1259 -0.7918 3.6766
H: 1.4348 -1.4931 5.1357
H: -0.1252 -1.6236 5.8664
H: -0.3126 0.5658 7.2180
H: 0.8991 1.6644 6.8037
H: 1.3960 -0.0214 7.1812
H: 0.1919 -0.6071 1.8588
H: 1.5474 -0.9875 2.5691

Expectation value of S² ... 30.0364
Maximum force ... 0.1077 hartree/bohr
Total charge ... +2
Gap between HOMO and LUMO (alpha / beta) ... 6.250 / 3.691 eV
Multiplicity ... 11
Calculated total energy ... -4617.6934 Ha
E_LUMO (alpha / beta) ... -5.230 / -9.456 eV